Arrangement w

Computed, not measured: a cluster of 2 separate species, BrH2NOS in total, with ωB97M-V/def2-TZVPD.

ORCA input file:
```
! wB97M-V def2-TZVPD RIJCOSX def2/J DEFGRID3
* xyz 0 1
N -0.8830 -0.7971 0.6812
O 1.8389 1.1568 0.4917
S 0.7009 0.9454 -0.3720
Br 1.2297 -0.2403 -2.1647
H -1.1973 -0.0804 1.3094
H -1.6892 -0.9845 0.0544
*
```

Results
- lowest unoccupied orbital energy (spin up / spin down) (eV) = -0.989 / -1.314
- highest occupied orbital energy (spin up / spin down) (eV) = -9.137 / -10.572
- gap between HOMO and LUMO (spin up / spin down) (eV) = 8.15 / 9.26

Electronic structure analysis, Mulliken charges in units of e:
1 N -0.5463
2 O -0.3510
3 S 0.4507
4 Br -0.0592
5 H 0.2618
6 H 0.2440

Arrangement x

Computed, not measured: a structure of composition BrH2NOS, with ωB97M-V/def2-TZVPD.

ORCA input file:
```
! wB97M-V def2-TZVPD RIJCOSX def2/J DEFGRID3
* xyz 0 1
N 0.8479 0.2689 -0.2057
O 0.0168 -1.8779 0.5027
S -0.2333 -0.9543 -0.5614
Br -2.4719 0.9917 -0.0656
H 1.0796 0.2895 0.7679
H 0.7609 1.2820 -0.4380
*
```

Results
- lowest unoccupied orbital energy (spin up / spin down) (eV) = -2.506 / -2.542
- highest occupied orbital energy (spin up / spin down) (eV) = -9.410 / -9.401
- gap between HOMO and LUMO (spin up / spin down) (eV) = 6.90 / 6.86

Electronic structure analysis, Mulliken charges in units of e:
1 N -0.4285
2 O -0.3637
3 S 0.6230
4 Br -0.4519
5 H 0.2961
6 H 0.3251

It is arrangement w that is the least stable of them.

Arrangement w

Computed, not measured: the molecule C9H11NO, with ωB97M-V/def2-TZVPD.

ORCA input file:
```
! wB97M-V def2-TZVPD RIJCOSX def2/J DEFGRID3
* xyz 0 1
C -2.9687 0.2623 -0.4395
C -2.9019 1.2632 0.5282
C -1.7745 -0.3767 -0.6060
C -1.6382 1.1420 1.0359
C 2.2622 1.0487 -0.6556
C 1.9283 1.3376 0.5553
C 1.5669 -0.0170 -1.3541
C 0.3929 -0.2729 0.6610
C 0.6562 -1.7455 1.1370
N -0.9195 0.1844 0.3770
O 1.1427 0.6162 1.3629
H -3.8006 0.2560 -1.1412
H -3.7753 1.9053 0.7347
H -1.5371 -1.3226 -1.0836
H -1.0284 1.7042 1.8175
H 3.2679 1.3975 -0.9930
H 2.3747 2.1976 1.2717
H 1.0125 0.1781 -2.2381
H 2.2234 -0.9967 -1.2121
H 1.6869 -2.2232 0.9578
H 0.0270 -2.5617 0.6422
H 0.2196 -1.6744 2.1745
*
```

Results
- lowest unoccupied orbital energy (spin up / spin down) (eV) = 0.660 / 0.660
- highest occupied orbital energy (spin up / spin down) (eV) = -7.883 / -7.884
- gap between HOMO and LUMO (spin up / spin down) (eV) = 8.54 / 8.54

Atom charges from the Mulliken analysis, given in e for atoms 1 to 8:
1 C -0.4491
2 C -0.5728
3 C -0.5570
4 C -0.2044
5 C -0.0879
6 C -0.1761
7 C -0.5682
8 C 0.3142

Arrangement x

Computed, not measured: the molecule C9H11NO, with ωB97M-V/def2-TZVPD.

ORCA input file:
```
! wB97M-V def2-TZVPD RIJCOSX def2/J DEFGRID3
* xyz 0 1
C 1.8792 0.8174 -1.6248
C 0.5866 0.8535 -1.6362
C 1.9333 -0.1100 0.5014
C 0.2944 -1.2342 2.2174
C 0.2247 0.1996 2.6019
C 0.8404 -0.1637 1.2922
C -1.3545 1.7365 -0.4310
C -1.0176 -1.4936 -1.8103
C -0.5328 0.5731 -0.9739
N 2.5700 0.1612 -0.5184
O -1.3751 -0.4727 -0.9880
H 2.6976 1.1054 -2.1878
H 1.0089 -1.9357 2.5683
H -0.6293 -1.6912 1.7834
H -0.6128 0.7527 2.4561
H 0.8244 0.4226 3.3655
H -1.9876 2.2090 -1.0801
H -0.9383 2.5562 0.0846
H -1.9314 1.3791 0.4517
H -0.8027 -1.2545 -2.9347
H -1.6671 -2.3663 -1.6867
H -0.0102 -2.0444 -1.4506
*
```

Results
- lowest unoccupied orbital energy (eV) = 0.757
- highest occupied orbital energy (eV) = -8.589
- gap between HOMO and LUMO (eV) = 9.35

Atom charges from the Mulliken analysis, given in e for atoms 1 to 8:
1 C -0.3994
2 C -0.3194
3 C 0.5007
4 C -0.5077
5 C -0.8221
6 C 0.4434
7 C -1.5070
8 C -0.6943

It is arrangement x that is the least stable of them.

Arrangement w

Computed, not measured: a cluster of 2 separate species, C3H5O2 in total, with ωB97M-V/def2-TZVPD.

ORCA input file:
```
! wB97M-V def2-TZVPD RIJCOSX def2/J DEFGRID3
* xyz 1 1
C 1.8886 -0.9728 -0.2933
C -1.2129 -0.2710 0.1608
C -1.2970 1.0974 0.1219
O -1.0856 -1.3752 0.2542
O 1.2720 0.0651 -0.1461
H 2.9116 -1.1067 -0.4195
H 1.3677 -1.9498 0.0102
H -1.4555 1.5800 1.1040
H -2.1107 1.5818 -0.6304
H -0.2782 1.3512 -0.1617
*
```

Results
- lowest unoccupied orbital energy (eV) = -5.327
- highest occupied orbital energy (eV) = -15.089
- gap between HOMO and LUMO (eV) = 9.76

Atom charges from the Mulliken analysis, given in e for atoms 1 to 8:
1 C -0.0173
2 C 0.7867
3 C -0.8332
4 O -0.0395
5 O -0.4830
6 H 0.3208
7 H 0.1480
8 H 0.3274

Arrangement x

Computed, not measured: a cluster of 2 separate species, C3H5O2 in total, with ωB97M-V/def2-TZVPD.

ORCA input file:
```
! wB97M-V def2-TZVPD RIJCOSX def2/J DEFGRID3
* xyz 1 1
C -1.9779 0.1739 0.5803
C 1.4404 0.6296 0.0436
C 1.2180 -0.5281 -0.6709
O 1.7463 1.4955 0.6782
O -0.8232 0.4048 0.8689
H -2.3356 0.0212 -0.3940
H -2.7836 0.2949 1.2849
H 1.9086 -0.5853 -1.5419
H 0.2437 -0.5384 -0.8794
H 1.3632 -1.3681 0.0304
*
```

Results
- lowest unoccupied orbital energy (eV) = -5.041
- highest occupied orbital energy (eV) = -15.158
- gap between HOMO and LUMO (eV) = 10.12

Atom charges from the Mulliken analysis, given in e for atoms 1 to 8:
1 C -0.0355
2 C 0.7968
3 C -0.7496
4 O -0.0215
5 O -0.4595
6 H 0.2138
7 H 0.2806
8 H 0.3398

It is arrangement w that is the least stable of them.

Arrangement w

Computed, not measured: the molecule C2H2F2O, with ωB97M-V/def2-TZVPD.

ORCA input file:
```
! wB97M-V def2-TZVPD RIJCOSX def2/J DEFGRID3
* xyz 0 1
O -1.8660 -0.0558 0.5032
C -0.5498 0.1940 0.6885
C 0.5490 -0.3285 -0.3836
F -0.0312 -0.5698 -1.5335
F 0.9258 1.0164 -0.6238
H -0.0783 0.8594 1.3854
H 1.0505 -1.1157 -0.0362
*
```

Results
- lowest unoccupied orbital energy (eV) = -0.112
- highest occupied orbital energy (eV) = -10.559
- SMILES = O=CC(F)F
- gap between HOMO and LUMO (eV) = 10.45

Electronic structure analysis, Mulliken charges in units of e:
1 O -0.4682
2 C 0.0425
3 C 0.1965
4 F -0.2078
5 F -0.2637
6 H 0.3143
7 H 0.3863

Arrangement x

Computed, not measured: the molecule C2H2F2O, with ωB97M-V/def2-TZVPD.

ORCA input file:
```
! wB97M-V def2-TZVPD RIJCOSX def2/J DEFGRID3
* xyz 0 1
O -1.7877 -0.3984 -0.3162
C -1.0099 0.4302 0.3799
C 0.4863 -0.0918 0.4376
F 1.0100 -1.0957 -0.1266
F 0.9485 1.0621 -0.3738
H -1.0703 1.6475 0.5326
H 0.8865 -0.1877 1.5956
*
```

Results
- lowest unoccupied orbital energy (eV) = -0.429
- highest occupied orbital energy (eV) = -10.654
- SMILES = O=CC(F)F
- gap between HOMO and LUMO (eV) = 10.22

Electronic structure analysis, Mulliken charges in units of e:
1 O -0.4465
2 C 0.1233
3 C 0.3535
4 F -0.1831
5 F -0.2910
6 H 0.2649
7 H 0.1789

It is arrangement x that is the least stable of them.

Arrangement w

Computed, not measured: the molecule C4H4S3, with ωB97M-V/def2-TZVPD.

ORCA input file:
```
! wB97M-V def2-TZVPD RIJCOSX def2/J DEFGRID3
* xyz 0 1
C 0.6263 -1.5240 0.9137
C 0.4214 -0.3899 0.2405
C 1.5123 0.5335 -0.1055
S 3.0502 0.1109 -0.2991
C -1.0163 -0.0461 -0.0460
S -2.1215 -1.1684 -0.4457
S -1.6372 1.6056 0.1907
H 1.5889 -1.8198 1.2865
H -0.2611 -2.1779 1.0710
H 1.2545 1.6004 -0.2361
H -0.5077 2.1872 0.7276
*
```

Results
- lowest unoccupied orbital energy (eV) = -1.250
- highest occupied orbital energy (eV) = -9.024
- SMILES = C=C(C=S)C(=S)S
- gap between HOMO and LUMO (eV) = 7.77

Atom charges from the Mulliken analysis, given in e for atoms 1 to 8:
1 C -0.8444
2 C 0.8153
3 C -0.2339
4 S -0.2180
5 C 0.1366
6 S -0.2505
7 S -0.1501
8 H 0.2988

Arrangement x

Computed, not measured: the molecule C4H4S3, with ωB97M-V/def2-TZVPD.

ORCA input file:
```
! wB97M-V def2-TZVPD RIJCOSX def2/J DEFGRID3
* xyz 0 1
C -0.9208 1.3678 0.1609
C -0.1386 0.3032 0.1719
C 0.6801 -0.0044 1.3291
S 1.2554 1.0901 2.3520
C -0.0213 -0.5954 -0.9854
S -0.3366 -0.0700 -2.5081
S 0.5014 -2.2108 -0.5406
H -1.3628 1.6450 -0.7546
H -1.0495 2.1834 0.9605
H 0.8995 -1.0439 1.6367
H 0.4930 -2.6651 -1.8222
*
```

Results
- lowest unoccupied orbital energy (eV) = -1.287
- highest occupied orbital energy (eV) = -8.946
- SMILES = C=C(C=S)C(=S)S
- gap between HOMO and LUMO (eV) = 7.66

Atom charges from the Mulliken analysis, given in e for atoms 1 to 8:
1 C -0.7745
2 C 0.6391
3 C -0.4898
4 S -0.2200
5 C 0.3381
6 S -0.2569
7 S -0.1938
8 H 0.2729

It is arrangement x that is the least stable of them.

Arrangement w

Computed, not measured: a cluster of 6 separate species, H11O5S in total, with ωB97M-V/def2-TZVPD.

ORCA input file:
```
! wB97M-V def2-TZVPD RIJCOSX def2/J DEFGRID3
* xyz -1 1
S -1.0830 -0.0874 -1.2258
H -1.8382 0.9978 -1.1084
H 0.8939 -0.5175 -0.1299
H 1.8221 -1.6704 -0.4964
O 1.5047 -1.1783 0.2647
H 0.8242 -1.5712 1.9736
H -0.5111 -2.1344 2.4328
O 0.3655 -1.9025 2.7654
H -1.7142 -1.7841 0.3664
H -1.4569 -3.2763 0.6697
O -1.9684 -2.5169 0.9568
H -0.1582 2.7562 -0.6202
H -0.4250 3.3524 0.7126
O 0.0520 3.5441 -0.0949
H 0.6680 1.4417 -2.0642
H 1.6034 2.6488 -1.9138
O 1.4211 1.8979 -2.4882
*
```

Results
- lowest unoccupied orbital energy (eV) = 3.658
- highest occupied orbital energy (eV) = -4.444
- gap between HOMO and LUMO (eV) = 8.10

Atom charges from the Mulliken analysis, given in e for atoms 1 to 8:
1 S -0.7985
2 H 0.0056
3 H 0.3068
4 H 0.3195
5 O -0.6670
6 H 0.3893
7 H 0.3712
8 O -0.7031

Arrangement x

Computed, not measured: a cluster of 6 separate species, H11O5S in total, with ωB97M-V/def2-TZVPD.

ORCA input file:
```
! wB97M-V def2-TZVPD RIJCOSX def2/J DEFGRID3
* xyz -1 1
S 1.4884 -1.0617 0.8419
H 1.3117 -0.1212 1.8053
H -1.8723 -1.1507 -1.5123
H -0.3950 -0.8523 -1.8478
O -1.2966 -0.8486 -2.2696
H -3.0684 2.0869 -0.1573
H -1.9271 1.6671 0.6290
O -2.8489 1.7492 0.7050
H -1.0575 -1.7194 0.7978
H -2.2832 -0.8406 0.9965
O -1.9950 -1.6527 0.5477
H -0.2782 1.6444 -1.3180
H 0.2789 0.9321 -0.0295
O -0.3145 1.6424 -0.3812
H 4.1699 0.6784 0.6013
H 2.9329 0.3253 -0.2184
O 3.7518 0.9018 -0.2539
*
```

Results
- lowest unoccupied orbital energy (eV) = 3.652
- highest occupied orbital energy (eV) = -4.415
- gap between HOMO and LUMO (eV) = 8.07

Atom charges from the Mulliken analysis, given in e for atoms 1 to 8:
1 S -0.8649
2 H 0.0667
3 H 0.3834
4 H 0.3072
5 O -0.6746
6 H 0.2614
7 H 0.4186
8 O -0.6383

It is arrangement x that is the least stable of them.